(1)
C19H60O19S4 | the ωB97M-V functional and the def2-TZVPD basis

Output
Relative energy (zero: lowest compared OMol25 entry of this formula, charge and spin) = 3207.8 kJ/mol
Electronic energy = -102881.230 eV
Highest occupied orbital energy = -7.949 eV

Each line ends with the Mulliken charge.
Atoms and positions in Å:
1 S 0.2615 -2.6618 -4.0797  1.058
2 S 3.0321 -0.0309 -1.7220  1.165
3 S -3.0965 1.1719 3.4698  1.023
4 S -0.2670 1.6337 -2.4182  1.431
5 O -0.5297 -2.0866 -2.6737  -0.327
6 O -2.5785 -0.3530 0.3231  -0.510
7 O -0.0512 2.3158 -1.1731  -1.072
8 O 2.4038 1.5259 -1.7458  0.179
9 O 4.2501 -0.1723 -2.5279  -0.803
10 O -2.9044 -0.5110 3.6747  -0.353
11 O -1.6424 3.4305 -0.3328  -0.795
12 O 2.7720 3.2439 0.3663  -0.710
13 O -0.2502 -1.8634 -5.2400  -0.628
14 O -0.5251 -0.7472 0.3458  -0.956
15 O -4.4086 1.4378 2.8337  -0.620
16 O 1.1690 0.1477 2.7949  -0.454
17 O 0.1779 -2.2958 1.6053  -0.771
18 O 1.9917 -1.0336 -1.7578  -0.316
19 O -1.8373 1.7402 2.8719  -0.423
20 O 1.7082 -2.7307 -3.7826  -0.608
21 O 0.6081 1.7722 -3.5992  -0.853
22 O 1.9336 -1.3015 1.6671  -0.089
23 O -1.8364 1.9726 -2.9147  -0.297
24 C 0.4535 0.2676 0.3146  0.727
25 C 3.2422 2.6145 -2.0666  0.061
26 C -0.5144 -4.2661 -4.0796  -0.995
27 C 2.8850 3.3903 -3.2676  -1.468
28 C 2.1420 1.1539 2.4970  -0.678
29 C 1.5609 3.3078 -0.2920  -0.931
30 C -1.5060 -2.3901 -0.5181  -2.029
31 C 3.4125 0.0468 0.0468  -0.843
32 C -2.2860 1.4243 -4.0605  0.015
33 C -3.8551 1.4559 -4.0536  -1.326
34 C -1.0933 2.8394 0.8603  0.214
35 C 0.6712 -3.6037 1.3982  -1.533
36 C -3.2404 -1.3504 1.0954  -1.020
37 C -3.2361 1.4527 5.3476  -1.060
38 C -0.8694 -1.6775 3.0607  -0.764
39 C 2.4498 -2.0213 2.7780  -1.418
40 C -0.2922 -0.1934 -1.9170  1.471
41 C -1.6411 -0.9593 4.1880  -0.866
42 C -0.2273 -2.5444 -1.3379  0.491
43 H 0.4490 0.9545 -0.5317  -0.782
44 H -0.6346 -0.7081 -2.8148  0.775
45 H -1.4113 -2.7962 0.4891  -0.046
46 H -2.7385 -1.4067 2.0614  0.077
47 H 2.7275 -0.6932 0.4607  0.127
48 H -1.8283 1.9655 -4.8885  0.369
49 H 0.7208 -0.4636 -1.6187  -2.312
50 H 2.5515 -3.0663 2.4850  0.344
51 H 1.6531 -0.4757 2.0683  -0.408
52 H -0.8864 3.5762 1.6364  0.441
53 H 3.4703 -1.7182 3.0120  0.343
54 H -1.6254 1.9719 1.2509  0.368
55 H 3.1471 1.0121 0.4780  0.595
56 H 2.0990 1.9925 3.1919  0.529
57 H 0.1195 -2.0126 3.3734  0.446
58 H -3.0976 -2.2988 0.5774  0.338
59 H 2.1026 1.4597 1.4515  -0.394
60 H 3.6045 4.2027 -3.3699  0.491
61 H 0.0308 -4.7784 -3.2869  0.336
62 H 3.2734 3.9560 -0.0376  0.370
63 H -0.1919 2.3267 0.5246  -0.483
64 H -1.0707 -0.2954 -1.1609  0.401
65 H 1.8424 -1.8752 3.6712  0.496
66 H -0.3887 -1.4067 1.0299  0.919
67 H 3.1542 0.7596 2.5874  0.177
68 H 0.3511 0.8521 1.2288  0.072
69 H -2.3210 1.2654 5.9094  0.344
70 H 1.2738 -3.9309 2.2455  0.416
71 H -4.2851 2.2960 -3.5081  0.305
72 H 3.3038 3.3203 -1.2382  -0.064
73 H 1.9242 3.8926 -3.1553  0.223
74 H -1.1879 3.0663 -1.0959  0.503
75 H 0.9892 -1.8042 1.7522  1.246
76 H 4.2430 2.2179 -2.2372  0.626
77 H 1.3914 2.2577 -0.5303  -0.135
78 H 1.2065 -3.5274 0.4518  0.415
79 H -1.6744 -0.6328 0.1623  1.037
80 H 2.8679 2.7215 -4.1281  0.312
81 H -0.0839 -4.3620 1.1912  0.236
82 H -1.8969 0.4313 -4.2856  0.095
83 H -1.0131 -0.1699 4.6010  0.397
84 H -3.4057 2.5288 5.3850  0.441
85 H -1.2277 -2.6229 2.6534  0.499
86 H -2.3944 -2.7697 -1.0229  0.539
87 H -4.3110 -1.3045 1.2948  0.349
88 H -1.5796 -4.1303 -3.8920  0.283
89 H 1.4523 -0.1687 0.3024  0.373
90 H -4.1630 0.4782 -3.6828  0.296
91 H 0.8536 3.5556 0.4995  0.654
92 H 1.4861 3.9547 -1.1661  0.616
93 H 0.1231 -3.5764 -1.3179  1.076
94 H -0.7532 -0.9776 2.2332  0.716
95 H 4.4349 -0.2240 0.3105  0.355
96 H -1.8329 -1.6338 5.0224  0.380
97 H -4.0485 0.8429 5.7427  0.344
98 H 0.5189 0.7694 3.1303  0.696
99 H 0.6421 -2.0144 -0.9490  -0.562
100 H -1.7919 -1.3389 -0.4844  0.206
101 H -0.2954 -4.7375 -5.0376  0.487
102 H -4.3055 1.7419 -5.0041  0.386

***

(2)
C19H66N18O14 | the ωB97M-V functional and the def2-TZVPD basis

Output
Relative energy (zero: lowest compared OMol25 entry of this formula, charge and spin) = 45.9 kJ/mol
Electronic energy = -76269.962 eV
Highest occupied orbital energy = -9.666 eV

Each line ends with the Mulliken charge.
Atoms and positions in Å:
1 O 6.8118 -20.2446 -0.8473  -0.521
2 O 6.9243 -23.8435 -7.3366  -0.569
3 O 10.9160 -22.0530 -4.1332  -0.865
4 O 5.0734 -18.1311 -5.6894  -0.509
5 O 11.3298 -22.1552 -1.4938  0.020
6 O 9.0256 -16.5919 1.4219  -0.793
7 O 8.6116 -14.5602 -3.2210  -0.843
8 O 8.1520 -24.6011 -2.8992  -0.743
9 O 11.4661 -18.6332 -4.3268  -0.823
10 O 12.9031 -18.6708 0.2721  -0.714
11 O 6.9734 -18.6109 -3.0409  -0.856
12 O 8.0585 -21.3350 -7.6009  -0.907
13 O 12.7106 -15.4049 -5.8828  -0.709
14 O 7.6516 -13.5060 -5.9832  -0.543
15 N 9.1329 -22.9103 -5.2055  0.100
16 N 8.8652 -19.8346 -3.5551  0.588
17 N 13.8033 -17.4589 -5.9167  -0.478
18 N 7.8934 -17.4593 -0.4051  0.265
19 N 6.1657 -23.7321 -2.0090  -0.541
20 N 8.2665 -22.6713 -1.6043  0.069
21 N 7.7650 -19.2950 -6.5219  -0.124
22 N 8.7642 -17.5149 -3.8071  0.806
23 N 9.8886 -14.8812 -4.9984  0.071
24 N 13.0339 -19.9392 -3.3770  -0.418
25 N 10.5589 -21.3575 -6.2548  -0.214
26 N 8.6179 -15.2815 -0.3674  -0.354
27 N 11.5290 -18.1545 2.0919  -0.622
28 N 10.7683 -19.6152 0.3510  -0.138
29 N 12.5994 -17.8835 -2.4885  -0.208
30 N 10.7514 -15.2010 -2.7800  0.008
31 N 6.0335 -20.8916 -6.6743  -0.168
32 N 14.8869 -15.4627 -6.1144  -0.402
33 C 11.8260 -23.2980 -0.7565  -0.277
34 C 7.0996 -26.0103 -8.3802  -0.993
35 C 8.5560 -16.4616 0.2864  0.559
36 C 7.3378 -20.5138 -6.9839  0.539
37 C 7.5890 -23.7025 -2.2254  0.722
38 C 4.5826 -16.8057 -5.4936  -0.839
39 C 5.6496 -19.9782 -0.1273  -0.311
40 C 5.6612 -15.7964 -5.1701  -0.294
41 C 10.1764 -22.0559 -5.1240  -0.085
42 C 8.1838 -18.6809 -3.4531  0.024
43 C 9.7818 -14.8149 -3.6477  -0.096
44 C 11.8240 -18.8351 0.8605  0.478
45 C 6.9907 -24.5247 -8.5934  -0.143
46 C 7.6749 -12.1400 -7.9508  -1.288
47 C 12.3138 -18.7959 -3.3786  0.567
48 C 13.3082 -23.4256 -0.8154  -1.136
49 C 13.7314 -16.1038 -5.9571  0.536
50 C 6.8157 -12.6950 -6.8127  -0.264
51 C 4.7471 -19.0680 -0.9488  -0.956
52 H 4.4183 -19.4260 -1.8788  0.290
53 H 11.3611 -20.7672 -6.1962  0.264
54 H 7.8611 -24.1965 -9.2345  0.253
55 H 9.1092 -14.5167 -5.5723  0.269
56 H 5.1784 -18.5023 -4.8066  0.215
57 H 7.8271 -26.1704 -7.5401  0.258
58 H 11.4280 -23.0375 0.2699  0.348
59 H 5.3765 -18.2126 -1.0847  0.134
60 H 4.0549 -16.5968 -6.3762  0.386
61 H 13.6649 -22.3961 -0.9242  0.177
62 H 8.3525 -20.7016 -3.6221  0.011
63 H 7.3176 -22.9583 -7.4725  0.071
64 H 13.4293 -20.1961 -2.4989  0.252
65 H 7.5547 -17.1953 -1.3696  -0.183
66 H 8.4337 -15.1947 -1.3409  0.117
67 H 6.8979 -19.7672 -1.6796  0.203
68 H 10.5485 -14.9335 -1.8176  0.171
69 H 5.1050 -14.8857 -5.0019  0.568
70 H 13.6143 -24.1365 -1.6772  0.266
71 H 6.2961 -11.9862 -6.1895  0.392
72 H 6.3288 -15.6535 -6.0377  0.149
73 H 8.6461 -22.9830 -6.0322  0.236
74 H 9.9969 -21.1179 -7.0619  0.157
75 H 5.9073 -24.7291 -1.7663  0.287
76 H 12.1823 -17.4112 2.1283  0.314
77 H 11.1249 -20.2723 -0.3364  -0.097
78 H 6.3259 -16.1127 -4.4135  -0.085
79 H 7.7778 -21.9092 -1.2222  0.305
80 H 12.8643 -17.7658 -5.5805  0.180
81 H 7.5326 -26.5472 -9.3372  0.286
82 H 9.2483 -22.5290 -1.9004  -0.181
83 H 6.1600 -26.4266 -8.0009  0.285
84 H 3.9154 -16.7517 -4.6166  0.343
85 H 10.0865 -19.9445 1.0451  0.298
86 H 7.7305 -18.3504 0.0024  0.010
87 H 13.6139 -23.9473 0.0706  0.407
88 H 14.4964 -17.9121 -5.3844  0.322
89 H 10.7400 -15.2757 -5.4662  0.271
90 H 8.3970 -11.3745 -7.6141  0.299
91 H 9.1808 -23.6930 -4.5907  0.257
92 H 6.9745 -11.7540 -8.5822  0.451
93 H 5.7909 -19.3893 0.7999  0.255
94 H 15.7552 -15.9900 -6.0913  0.183
95 H 13.1643 -18.1282 -1.6523  0.236
96 H 5.0699 -20.9065 0.1954  0.341
97 H 9.7588 -17.4039 -4.0542  -0.142
98 H 10.6132 -17.7331 2.0683  0.387
99 H 5.9371 -23.0744 -1.2848  0.182
100 H 9.1753 -14.5246 -0.0484  0.276
101 H 9.7564 -19.7100 -3.9500  -0.137
102 H 12.5981 -20.7849 -3.7366  0.228
103 H 6.0653 -13.4560 -7.1900  0.238
104 H 6.0564 -24.2844 -9.0856  0.268
105 H 3.9112 -18.7885 -0.2518  0.416
106 H 11.6950 -15.0158 -3.0150  0.356
107 H 11.8101 -17.1928 -2.4790  0.117
108 H 8.6798 -19.1384 -6.8617  0.218
109 H 14.8737 -14.4779 -6.2275  0.237
110 H 11.1962 -22.3304 -2.4099  0.228
111 H 5.2860 -20.2221 -6.4586  0.187
112 H 5.7333 -21.8241 -6.9013  0.130
113 H 7.2889 -13.4195 -5.0269  0.157
114 H 7.0332 -18.6140 -6.2363  0.194
115 H 8.1503 -12.9546 -8.4928  0.313
116 H 11.4146 -24.2074 -1.0601  0.390
117 H 8.2901 -16.7007 -3.5139  0.179